This record from the Open Molecules 2025 dataset describes a molecular structure, C66H144F2N7O4S2Sr. The level of theory is wB97M-V/def2-TZVPD.

The calculation puts the HOMO-LUMO gap at 5.3 eV. For the lowest unoccupied orbital energy, the calculation gives -16.56 eV.

```
! wB97M-V def2-TZVPD RIJCOSX def2/J DEFGRID3
* xyz 7 1
Sr -1.396 2.474 2.772
C 3.825 5.005 -3.981
C 4.555 3.693 -4.256
C 3.635 2.508 -4.565
C 4.304 1.197 -4.151
N 3.674 -0.088 -4.642
C 4.481 -1.250 -4.041
C 3.703 -1.687 -2.802
C 2.279 -1.531 -3.310
C 2.262 -0.186 -4.016
C 3.534 -0.145 -6.180
C 4.865 0.053 -6.867
C 4.776 -0.093 -8.384
H 4.512 5.804 -3.692
H 2.939 4.877 -3.362
H 3.469 5.491 -4.897
H 5.140 3.376 -3.378
H 5.434 3.830 -4.891
H 3.383 2.544 -5.630
H 2.652 2.565 -4.090
H 4.247 1.076 -3.067
H 5.369 1.180 -4.377
H 4.518 -2.038 -4.791
H 5.475 -0.898 -3.782
H 3.894 -2.740 -2.617
H 3.938 -0.946 -2.039
H 2.068 -2.319 -4.042
H 1.467 -1.666 -2.593
H 1.452 0.053 -4.699
H 2.205 0.586 -3.247
H 2.778 0.616 -6.367
H 3.068 -1.126 -6.300
H 5.545 -0.747 -6.562
H 5.271 1.007 -6.531
H 5.704 0.102 -8.915
H 3.916 0.431 -8.800
H 4.591 -1.151 -8.598
C -1.616 -7.452 7.429
C -0.886 -6.438 6.532
C -1.721 -5.980 5.308
C -2.759 -4.935 5.703
N -3.669 -4.536 4.528
C -4.621 -3.485 5.071
C -5.867 -3.684 4.184
C -5.843 -5.138 3.638
C -4.530 -5.726 4.149
C -2.919 -4.086 3.287
C -1.991 -2.856 3.451
C -1.049 -2.691 2.252
H -2.477 -6.976 7.898
H -0.911 -7.954 8.083
H -2.063 -8.231 6.806
H 0.050 -6.838 6.128
H -0.453 -5.535 6.982
H -2.157 -6.895 4.905
H -1.016 -5.562 4.584
H -2.303 -3.986 5.978
H -3.422 -5.369 6.447
H -4.226 -2.474 5.004
H -4.804 -3.663 6.128
H -5.843 -2.979 3.352
H -6.785 -3.449 4.720
H -5.801 -5.104 2.549
H -6.708 -5.729 3.921
H -4.013 -6.429 3.498
H -4.742 -6.331 5.032
H -3.714 -3.861 2.577
H -2.344 -4.958 2.990
H -1.397 -3.051 4.351
H -2.544 -1.964 3.763
H -0.318 -1.892 2.325
H -1.620 -2.549 1.334
H -0.492 -3.629 2.218
C 7.788 -0.527 6.820
C 6.895 -1.785 6.778
C 5.436 -1.404 6.480
C 4.547 -2.613 6.486
N 3.028 -2.422 6.551
C 2.550 -1.621 5.360
C 2.691 -2.623 4.219
C 2.139 -3.910 4.839
C 2.229 -3.707 6.355
C 2.612 -1.680 7.789
C 2.610 -2.569 9.052
C 2.555 -1.763 10.354
H 8.434 -0.532 7.692
H 7.170 0.369 6.911
H 8.319 -0.451 5.874
H 6.919 -2.336 7.722
H 7.223 -2.554 6.075
H 5.429 -0.922 5.492
H 5.143 -0.562 7.112
H 4.810 -3.196 7.372
H 4.760 -3.297 5.666
H 1.537 -1.262 5.526
H 3.199 -0.767 5.161
H 2.266 -2.235 3.287
H 3.702 -2.777 3.840
H 1.168 -4.218 4.448
H 2.753 -4.755 4.519
H 1.241 -3.560 6.782
H 2.802 -4.498 6.833
H 1.638 -1.200 7.663
H 3.221 -0.782 7.910
H 3.456 -3.257 9.021
H 1.754 -3.247 8.992
H 2.289 -2.436 11.166
H 1.853 -0.931 10.405
H 3.554 -1.362 10.529
C 5.464 2.577 4.842
C 4.573 3.811 5.092
C 4.631 4.825 3.914
C 4.141 4.263 2.570
N 4.024 5.355 1.522
C 2.785 6.266 1.769
C 1.990 6.283 0.480
C 2.258 4.876 -0.103
C 3.752 4.676 0.193
C 5.286 6.212 1.404
C 6.497 5.443 0.820
C 7.835 6.127 1.088
H 6.520 2.796 4.708
H 5.154 2.065 3.920
H 5.199 1.815 5.576
H 4.942 4.302 5.991
H 3.565 3.443 5.299
H 5.687 5.033 3.725
H 4.202 5.757 4.283
H 3.121 3.875 2.638
H 4.759 3.499 2.110
H 3.183 7.220 2.110
H 2.267 5.860 2.639
H 2.420 7.059 -0.154
H 0.935 6.461 0.671
H 2.126 4.770 -1.177
H 1.578 4.195 0.436
H 4.248 5.228 -0.600
H 3.925 3.604 0.202
H 5.422 6.771 2.327
H 4.990 6.985 0.689
H 6.362 5.353 -0.257
H 6.583 4.436 1.239
H 8.614 5.573 0.570
H 8.042 6.144 2.157
H 7.826 7.146 0.701
C -3.275 2.541 -2.126
C -4.390 2.558 -3.176
C -5.797 2.676 -2.596
C -6.775 3.057 -3.713
N -8.236 3.171 -3.293
C -8.476 4.347 -2.339
C -9.908 4.719 -2.599
C -10.181 4.509 -4.073
C -9.056 3.574 -4.541
C -8.786 1.889 -2.665
C -8.367 0.576 -3.336
C -8.961 -0.655 -2.675
H -2.269 2.359 -2.493
H -3.546 1.725 -1.441
H -3.308 3.441 -1.506
H -4.315 1.631 -3.748
H -4.250 3.417 -3.838
H -5.936 3.462 -1.847
H -6.078 1.755 -2.078
H -6.786 2.391 -4.575
H -6.502 4.065 -4.024
H -8.240 4.089 -1.311
H -7.855 5.167 -2.704
H -10.602 4.247 -1.897
H -10.122 5.730 -2.237
H -11.142 3.992 -4.082
H -10.335 5.390 -4.689
H -9.469 2.651 -4.945
H -8.368 3.994 -5.270
H -9.874 1.970 -2.630
H -8.522 1.973 -1.610
H -7.276 0.627 -3.324
H -8.672 0.557 -4.383
H -8.561 -1.550 -3.159
H -10.044 -0.689 -2.765
H -8.682 -0.883 -1.643
C -1.620 -2.713 -1.824
C -2.249 -1.550 -2.618
C -1.701 -1.211 -4.042
C -2.118 -2.245 -5.074
N -1.709 -2.030 -6.514
C -2.083 -3.288 -7.340
C -1.123 -3.385 -8.514
C 0.083 -2.507 -8.063
C -0.182 -2.076 -6.631
C -2.257 -0.720 -7.120
C -3.761 -0.611 -7.054
C -4.189 0.786 -7.592
H -1.620 -3.670 -2.339
H -2.214 -2.744 -0.911
H -0.595 -2.445 -1.561
H -2.224 -0.628 -2.040
H -3.284 -1.835 -2.833
H -0.640 -0.979 -3.933
H -2.228 -0.270 -4.227
H -3.202 -2.324 -5.180
H -1.825 -3.266 -4.827
H -3.152 -3.301 -7.547
H -1.936 -4.142 -6.678
H -1.493 -2.946 -9.437
H -0.808 -4.414 -8.652
H 0.289 -1.709 -8.774
H 0.959 -3.153 -8.149
H 0.229 -1.086 -6.453
H 0.111 -2.872 -5.950
H -1.841 -0.658 -8.128
H -1.684 0.064 -6.618
H -4.146 -0.712 -6.041
H -4.183 -1.361 -7.721
H -3.473 1.561 -7.322
H -5.100 1.004 -7.035
H -4.383 0.718 -8.658
N 0.451 1.568 1.325
S 0.620 1.309 -0.208
O -0.072 0.166 -0.736
O 1.798 1.737 -0.899
F -0.342 2.570 -0.650
S 1.678 0.459 1.702
O 2.904 1.068 2.132
O 1.763 -0.821 1.085
F 0.934 0.037 3.095
*
```

=====

This record from the Open Molecules 2025 dataset describes a molecular structure, C36H45EuN5O2. The level of theory is wB97M-V/def2-TZVPD.

The expectation value of S² is 15.785. Its relative energy (zero: lowest compared OMol25 entry of this formula, charge and spin) is 0.308 eV. The calculation puts the HOMO-LUMO gap (spin up / spin down) at 3.4 / 5.9 eV. For the lowest unoccupied orbital energy (spin up / spin down), the calculation gives -1.06 / -1.04 eV.

```
! wB97M-V def2-TZVPD RIJCOSX def2/J DEFGRID3
* xyz 0 8
Eu -1.351 -0.203 -0.179
C -4.552 -5.258 0.158
C -5.197 -4.636 -0.905
C -4.900 -3.328 -1.252
C -3.936 -2.618 -0.526
C -3.291 -3.246 0.547
C -3.594 -4.553 0.880
N -3.590 -1.297 -0.806
N -4.262 -0.686 -1.741
C -3.890 0.579 -2.153
C -4.752 1.191 -3.090
C -4.485 2.468 -3.532
C -3.361 3.145 -3.045
C -2.527 2.525 -2.122
C -2.740 1.232 -1.641
H -4.789 -6.281 0.419
H -5.945 -5.180 -1.472
H -5.405 -2.836 -2.072
H -2.541 -2.703 1.108
H -3.078 -5.029 1.704
H -5.616 0.638 -3.442
H -5.139 2.943 -4.255
H -3.140 4.150 -3.388
H -1.662 3.080 -1.771
C 5.364 0.756 3.436
C 4.620 -0.582 3.310
C 5.488 -1.570 2.519
C 4.413 -1.149 4.716
C 3.286 -0.360 2.582
C 2.018 -0.629 3.201
C 0.879 -0.404 2.487
N 0.847 0.066 1.223
C 2.058 0.328 0.589
C 3.272 0.116 1.306
C 1.981 0.787 -0.740
C 3.122 1.146 -1.515
C 3.017 1.542 -2.816
C 1.713 1.588 -3.386
C 0.639 1.253 -2.606
N 0.718 0.871 -1.318
C 4.275 1.913 -3.610
C 4.988 3.091 -2.927
C 3.941 2.322 -5.045
C 5.224 0.708 -3.661
H 6.301 0.622 3.990
H 4.752 1.490 3.968
H 5.606 1.169 2.454
H 6.432 -1.756 3.045
H 5.727 -1.185 1.525
H 4.970 -2.525 2.394
H 5.384 -1.295 5.198
H 3.904 -2.116 4.690
H 3.828 -0.470 5.342
H 1.940 -1.017 4.206
H -0.091 -0.590 2.943
H 4.214 0.326 0.814
H 4.102 1.099 -1.055
H 1.542 1.881 -4.412
H -0.359 1.295 -3.025
H 4.317 3.950 -2.837
H 5.863 3.397 -3.513
H 5.329 2.824 -1.924
H 3.283 3.195 -5.073
H 3.457 1.509 -5.594
H 4.863 2.581 -5.574
H 5.542 0.407 -2.660
H 6.121 0.954 -4.241
H 4.736 -0.150 -4.131
O -0.001 3.083 1.132
C -0.614 2.157 0.945
C -0.269 -2.403 -0.686
H -0.933 -3.050 -1.270
H -0.023 -2.906 0.255
H 0.655 -2.227 -1.242
C -4.565 1.628 1.258
N -4.648 0.630 2.329
C -5.931 0.487 3.024
C -3.615 -0.170 2.593
C -3.725 -1.197 3.684
O -2.560 -0.137 1.935
H -5.063 2.539 1.586
H -5.039 1.265 0.347
H -3.533 1.856 1.036
H -6.640 1.162 2.555
H -5.854 0.753 4.078
H -6.324 -0.526 2.937
H -4.455 -0.959 4.453
H -2.742 -1.318 4.133
H -4.001 -2.148 3.219
*
```